(1)
An isolated molecule of C20H25FN2O2. Source: the OMol25 dataset; level of theory: ωB97M-V/def2-TZVPD.

```
50
Properties=species:S:1:pos:R:3:forces:R:3
C -4.917402 -3.309340 -0.045173 -0.16 -0.19 -0.03
H -5.525826 -3.257410 -0.954917 0.01 0.01 0.06
H -4.309076 -4.212707 -0.074070 -0.09 0.03 0.00
O -4.005131 -2.244845 0.034768 0.11 0.57 0.15
C -4.493337 -0.965634 0.165620 0.05 -0.15 -0.08
C -5.842981 -0.664769 0.132936 -0.01 -0.18 -0.05
C -6.292414 0.634150 0.325297 0.00 0.11 0.03
C -5.378766 1.639772 0.553780 -0.20 0.02 0.01
C -4.023889 1.354993 0.564642 0.11 -0.11 -0.04
C -3.539010 0.063434 0.363062 -0.22 -0.04 0.02
N -2.187724 -0.251929 0.444998 0.17 -0.16 0.25
C -1.553922 -1.009206 -0.617594 0.10 0.03 -0.56
C -0.975536 -0.059909 -1.680766 -0.11 -0.25 0.16
N -0.019584 0.891506 -1.141303 -0.05 0.04 -0.23
C -0.638900 1.622128 -0.047313 -0.11 -0.06 0.15
C -1.250142 0.691711 1.016426 0.14 0.27 -0.04
H -1.735705 1.266444 1.805146 0.05 -0.03 0.03
H -0.448233 0.103277 1.479000 -0.03 0.07 0.04
H 0.097871 2.283954 0.408842 -0.01 0.09 0.02
H -1.426915 2.240697 -0.488389 0.02 0.06 0.11
C 1.286058 0.328467 -0.841429 0.11 0.18 -0.04
C 2.366205 1.424020 -0.809609 0.10 -0.26 0.48
C 2.923801 1.655590 0.597611 -0.10 0.31 -0.37
O 3.525275 0.496064 1.138897 0.01 -0.19 0.17
C 4.751559 0.098299 0.706916 0.26 -0.19 -0.01
C 5.192441 -1.126259 1.216700 -0.16 0.24 -0.08
C 6.428709 -1.631237 0.876021 0.17 0.09 -0.15
C 7.232576 -0.903770 0.015271 -0.09 0.14 -0.03
C 6.822958 0.308332 -0.501084 0.25 -0.33 0.07
C 5.579339 0.810862 -0.155840 -0.34 0.09 0.15
H 5.277513 1.761406 -0.565321 -0.07 0.07 -0.02
H 7.470946 0.854468 -1.168258 0.08 0.03 -0.06
F 8.446160 -1.392361 -0.327686 -0.04 0.01 0.02
H 6.774001 -2.575171 1.266355 0.05 -0.10 0.03
H 4.541418 -1.664332 1.886834 -0.08 -0.07 0.08
H 2.114521 1.882951 1.296734 0.09 0.04 -0.08
H 3.626491 2.497942 0.602579 -0.05 -0.06 0.08
H 3.187373 1.141739 -1.469046 0.02 0.09 -0.05
H 1.939876 2.354791 -1.183756 0.02 0.04 -0.06
H 1.318349 -0.226736 0.107952 0.01 -0.09 -0.08
H 1.516553 -0.379919 -1.639747 -0.03 -0.04 0.09
H -0.496180 -0.632796 -2.477078 -0.02 0.01 -0.04
H -1.796244 0.519210 -2.118704 -0.04 -0.09 -0.04
H -2.273738 -1.682821 -1.073584 0.12 -0.02 0.04
H -0.749132 -1.608033 -0.176788 -0.03 -0.05 -0.04
H -3.334183 2.167120 0.730156 0.12 0.03 -0.01
H -5.710223 2.654970 0.713728 -0.02 0.08 0.01
H -7.351108 0.841944 0.302453 -0.09 0.02 0.00
H -6.569865 -1.445754 -0.024849 -0.02 -0.11 -0.01
H -5.574825 -3.345283 0.829586 0.02 0.01 -0.04
```
Positions in Å, forces in eV/Å.

Results
electronic energy	-1136.91862	hartree
SMILES	COc1ccccc1N1CCN(CCCOc2ccc(F)cc2)CC1
2S+1	1
HOMO level	-7.2	eV
total charge	0
LUMO	0.796	eV
orbital gap	8.03	eV

These are the Löwdin partial charges, in e, on atoms 1 to 8:
1 C -0.09
2 H 0.10
3 H 0.09
4 O -0.11
5 C -0.20
6 C -0.03
7 C -0.10
8 C -0.10

(2)
The ion C4H12N2 with charge +1 in a non-equilibrium geometry. Source: the OMol25 dataset; level of theory: ωB97M-V/def2-TZVPD.

```
18
Properties=species:S:1:pos:R:3:forces:R:3
C -0.005197 0.587907 0.619142 0.44 1.77 1.18
C -0.690395 -0.661514 0.141997 -0.02 0.93 -0.06
C 0.325018 -1.644420 -0.489048 -0.40 -1.98 0.64
N 0.116912 -3.065459 -0.078950 0.94 2.00 -2.84
C 0.257993 1.716479 -0.395988 1.07 1.26 -0.35
N -0.120185 3.123152 0.168424 0.79 -2.71 0.95
H 0.855316 0.450488 1.307825 -0.06 -0.44 -0.77
H -0.678641 1.042718 1.346333 -0.67 -0.17 0.00
H -1.451614 -0.333899 -0.568117 0.10 -0.40 -0.21
H -1.224494 -1.068703 0.980860 0.00 -0.72 0.29
H 1.386626 -1.465648 -0.324239 -0.28 0.56 0.21
H 0.098404 -1.647643 -1.565834 0.09 -0.10 -0.11
H 1.031922 -3.508285 -0.000488 -0.35 -0.68 0.74
H -0.550608 -3.555089 -0.691840 -0.21 -0.22 1.03
H 1.329502 1.750524 -0.653356 -0.36 -0.20 -0.16
H -0.301143 1.545228 -1.310892 -0.16 0.04 -0.12
H -0.187405 2.741654 1.119671 -0.68 1.40 0.22
H 0.716644 3.710975 0.286068 -0.24 -0.35 -0.66
```
Positions in Å, forces in eV/Å.

Results
electronic energy	-268.73068	hartree
2S+1	2
HOMO level (spin up / spin down)	-12.9 / -12.9	eV
total charge	+1
LUMO (spin up / spin down)	-3.777 / -9.083	eV
orbital gap (spin up / spin down)	9.16 / 3.80	eV

These are the Löwdin partial charges, in e, on atoms 1 to 8:
1 C -0.23
2 C -0.16
3 C -0.12
4 N 0.31
5 C -0.24
6 N 0.01
7 H 0.14
8 H 0.11

(3)
A structure of composition C20H11Br5Cl3IN3O3SScSi. Source: the OMol25 dataset; level of theory: ωB97M-V/def2-TZVPD.

```
49
Properties=species:S:1:pos:R:3:forces:R:3
Sc -0.193132 0.557850 0.385899 -0.10 0.19 -0.55
N -0.086454 0.605901 -3.898043 -0.03 0.15 -0.06
C 0.396491 0.873055 -2.635710 0.06 -0.10 0.08
S -0.294196 2.217334 -1.756138 -0.07 -0.19 -0.04
N 1.364847 0.097340 -2.221758 -0.15 0.30 0.09
N 1.660087 0.396917 -0.901691 0.19 -0.24 0.12
C 2.876236 0.313285 -0.528552 -0.07 0.05 -0.06
C 3.346879 0.706179 0.792622 0.02 0.06 0.02
C 4.710482 0.586044 1.070708 -0.02 0.01 0.02
C 5.256636 1.034086 2.258694 0.01 -0.03 -0.06
C 4.418028 1.646120 3.190078 -0.02 0.05 0.06
C 3.070107 1.797387 2.940321 0.04 -0.11 -0.01
C 2.489221 1.307390 1.753452 -0.05 -0.03 -0.08
O 1.204049 1.406830 1.563898 -0.03 -0.10 0.19
H -1.032297 0.933353 -4.021120 0.03 -0.05 0.02
H 0.048966 -0.359827 -4.161480 -0.02 0.00 -0.03
H 3.622131 0.003469 -1.263826 0.00 0.02 0.00
H 5.345127 0.125000 0.319784 0.01 0.01 0.00
H 6.314103 0.913511 2.457462 0.00 0.00 0.02
H 4.824182 2.003861 4.130182 0.01 0.00 -0.01
H 2.408177 2.256801 3.664048 0.00 0.01 0.00
Br -2.035578 -5.292021 -3.107329 0.00 -0.01 0.00
C -1.344584 -4.107855 -1.797332 -0.01 -0.05 -0.05
C -0.523455 -4.575571 -0.790093 0.04 -0.03 0.08
Br -0.071196 -6.413544 -0.680711 0.00 -0.01 -0.01
C -0.012467 -3.677500 0.166798 -0.04 0.04 -0.07
Br 1.130375 -4.245130 1.561609 0.03 -0.01 0.03
C -0.312866 -2.326560 0.115234 0.06 -0.03 0.07
O 0.144201 -1.413489 0.943199 0.01 0.09 0.03
C -1.178720 -1.841847 -0.920146 0.07 -0.15 0.03
O -1.415397 -0.571886 -0.908254 -0.02 0.13 0.03
C -1.666626 -2.744912 -1.860120 -0.05 0.09 0.07
Br -2.791533 -2.024835 -3.201135 0.00 -0.01 -0.02
Br 2.157495 -0.331618 7.401367 0.02 -0.01 0.02
C 2.723667 -0.972192 5.702826 -0.03 0.04 0.07
C 4.027681 -1.439119 5.602350 0.00 0.02 0.03
C 4.496420 -1.901257 4.386266 0.00 -0.02 -0.05
C 3.663397 -1.897954 3.275424 0.03 -0.02 0.05
C 2.366427 -1.430354 3.381090 -0.06 0.00 0.09
C 1.880040 -0.962364 4.603594 0.11 -0.11 -0.21
I -0.059915 -0.229374 4.604263 -0.11 0.12 0.08
H 4.665723 -1.429734 6.475544 -0.01 0.01 0.01
H 5.517490 -2.253290 4.308051 0.00 -0.01 -0.01
H 4.019138 -2.249187 2.316142 0.00 0.00 -0.01
H 1.709862 -1.424872 2.518282 0.02 -0.04 -0.01
Cl -4.383546 0.525040 1.291918 -0.09 0.04 0.02
Si -2.635789 1.704092 1.529023 0.40 -0.13 -0.13
Cl -2.682158 2.057148 3.645798 -0.10 0.03 0.15
Cl -3.282697 3.605336 0.822646 -0.08 0.02 0.01
```
Positions in Å, forces in eV/Å.

Results
electronic energy	-17155.96365	hartree
2S+1	1
HOMO level	-2.5	eV
total charge	-2
LUMO	3.713	eV
orbital gap	6.21	eV

These are the Löwdin partial charges, in e, on atoms 1 to 8:
1 Sc 0.67
2 N 0.05
3 C -0.90
4 S 0.54
5 N 0.00
6 N -0.12
7 C -0.07
8 C -0.14

- Which of these has the lowest electronic energy?
  C20H11Br5Cl3IN3O3SScSi

- What is the 2S+1 in the third record?
  1

- Look up the electronic energy of the first one.
  -1136.91862 hartree

Copy entry 2 word for word.
The ion C4H12N2 with charge +1 in a non-equilibrium geometry. Source: the OMol25 dataset; level of theory: ωB97M-V/def2-TZVPD.

```
18
Properties=species:S:1:pos:R:3:forces:R:3
C -0.005197 0.587907 0.619142 0.44 1.77 1.18
C -0.690395 -0.661514 0.141997 -0.02 0.93 -0.06
C 0.325018 -1.644420 -0.489048 -0.40 -1.98 0.64
N 0.116912 -3.065459 -0.078950 0.94 2.00 -2.84
C 0.257993 1.716479 -0.395988 1.07 1.26 -0.35
N -0.120185 3.123152 0.168424 0.79 -2.71 0.95
H 0.855316 0.450488 1.307825 -0.06 -0.44 -0.77
H -0.678641 1.042718 1.346333 -0.67 -0.17 0.00
H -1.451614 -0.333899 -0.568117 0.10 -0.40 -0.21
H -1.224494 -1.068703 0.980860 0.00 -0.72 0.29
H 1.386626 -1.465648 -0.324239 -0.28 0.56 0.21
H 0.098404 -1.647643 -1.565834 0.09 -0.10 -0.11
H 1.031922 -3.508285 -0.000488 -0.35 -0.68 0.74
H -0.550608 -3.555089 -0.691840 -0.21 -0.22 1.03
H 1.329502 1.750524 -0.653356 -0.36 -0.20 -0.16
H -0.301143 1.545228 -1.310892 -0.16 0.04 -0.12
H -0.187405 2.741654 1.119671 -0.68 1.40 0.22
H 0.716644 3.710975 0.286068 -0.24 -0.35 -0.66
```
Positions in Å, forces in eV/Å.

Results
electronic energy	-268.73068	hartree
2S+1	2
HOMO level (spin up / spin down)	-12.9 / -12.9	eV
total charge	+1
LUMO (spin up / spin down)	-3.777 / -9.083	eV
orbital gap (spin up / spin down)	9.16 / 3.80	eV

These are the Löwdin partial charges, in e, on atoms 1 to 8:
1 C -0.23
2 C -0.16
3 C -0.12
4 N 0.31
5 C -0.24
6 N 0.01
7 H 0.14
8 H 0.11